{
  "formula": "C12H23Br2ClCuInO",
  "method": "ωB97M-V/def2-TZVPD",
  "gap_ev": [5.473, 5.459],
  "lumo_ev": [-5.43, -5.44],
  "total_charge": 1,
  "spin_multiplicity": 2,
  "homo_energy_ev": [-10.90, -10.90],
  "symbols": ["C", "C", "C", "In", "Cl", "C", "C", "C", "C", "C", "O", "C", "C", "Br", "C", "C", "Br", "H", "H", "H", "H", "H", "H", "H", "H", "H", "H", "H", "H", "H", "H", "H", "H", "H", "H", "H", "H", "H", "H", "H", "Cu"],
  "xyz": [[1.66825, -3.95694, 0.26420], [0.71524, -3.74355, -0.82829], [1.03142, -2.66001, -1.92315], [0.34988, -0.68462, -0.99190], [0.44542, -0.98792, 1.45623], [-1.68539, -0.17008, -1.80244], [-2.91526, -0.63215, -0.89176], [-3.08010, 0.16742, 0.48328], [-2.82951, 1.74163, 0.38587], [-2.68107, 2.32823, 1.89201], [-1.31820, 2.30940, 2.36654], [-1.12234, 1.32827, 3.39993], [1.71589, 1.06765, -1.48565], [1.10869, 2.55739, -0.26508], [3.23985, 0.75689, -1.11936], [3.63169, 1.08710, 0.40673], [4.40455, 1.75278, -2.44332], [1.30636, -3.81367, 1.33211], [2.75136, -4.21244, 0.03255], [-0.25721, -4.33666, -0.83393], [2.12584, -2.68307, -2.22021], [0.32131, -2.88946, -2.79277], [-1.75839, 0.94226, -2.07738], [-1.78427, -0.74240, -2.79826], [-2.72158, -1.73136, -0.60321], [-3.89806, -0.62016, -1.48746], [-2.29980, -0.24845, 1.20594], [-4.09844, -0.05344, 0.96882], [-3.72151, 2.24588, -0.13359], [-1.84193, 1.99300, -0.12921], [-3.39838, 1.76694, 2.59307], [-3.04898, 3.41669, 1.87523], [-0.00108, 1.18934, 3.60745], [-1.60752, 1.61437, 4.39548], [-1.51377, 0.28792, 3.13567], [1.58923, 1.45478, -2.54626], [3.46235, -0.35565, -1.25695], [4.59347, 0.48839, 0.61214], [3.89394, 2.17757, 0.56262], [2.86562, 0.71427, 1.15441], [6.36246, 1.13388, -3.50010]],
  "forces_ev_per_angstrom": [[-0.66, -0.01, -0.46], [1.84, 2.28, -1.42], [-0.91, -5.30, 0.92], [-1.40, 1.49, 0.38], [0.31, -0.19, -0.82], [-1.01, -0.21, -0.76], [0.03, -0.43, 0.36], [0.66, -0.03, -0.05], [-0.15, -0.26, 1.19], [-1.28, 0.60, -0.84], [-0.97, -1.11, 0.45], [0.58, -0.88, 1.01], [1.90, 0.54, 0.19], [-0.07, -0.61, -1.00], [-2.31, -1.64, 2.25], [1.76, -0.55, -0.65], [0.18, 0.57, -0.15], [0.53, -0.62, -1.45], [-1.48, 0.80, 0.41], [1.00, 1.40, 0.23], [-1.24, 0.42, 0.62], [1.08, 0.81, 1.08], [0.26, -1.59, 0.50], [0.24, 0.82, 1.37], [-0.49, 1.47, -0.47], [1.45, 0.13, 0.75], [-0.95, 0.54, -0.94], [1.40, 0.40, -0.86], [1.42, -0.60, 0.66], [-1.48, -0.37, 0.52], [1.15, 0.67, -0.88], [0.73, -1.45, 0.11], [-1.61, 0.48, -0.53], [0.47, -0.07, -1.33], [0.40, 1.44, 0.10], [0.09, -0.62, 1.38], [-0.06, 1.69, -0.40], [-1.30, 0.90, -0.24], [-0.66, -1.31, -0.18], [0.59, 0.56, -1.24], [-0.02, -0.14, 0.17]]
}



{
  "formula": "C12H23CdN2O2P2S",
  "method": "ωB97M-V/def2-TZVPD",
  "gap_ev": [5.093, 5.249],
  "lumo_ev": [-5.54, -5.43],
  "total_charge": 1,
  "homo_energy_ev": [-10.64, -10.68],
  "symbols": ["Cd", "P", "C", "C", "N", "C", "C", "C", "C", "C", "P", "H", "H", "H", "H", "H", "H", "H", "H", "O", "H", "H", "O", "H", "C", "H", "H", "H", "C", "H", "H", "H", "C", "H", "H", "H", "C", "H", "H", "H", "S", "C", "N"],
  "xyz": [[-0.14536, -0.63263, -0.33625], [-2.38186, 0.45805, -0.61226], [-2.14679, 0.85787, -2.30049], [-0.87746, 1.33978, -2.76368], [0.23733, 0.99296, -2.02295], [1.46114, 1.44620, -2.39608], [1.63415, 2.21010, -3.55218], [0.53232, 2.52943, -4.32516], [-0.73058, 2.10509, -3.95326], [2.66994, 1.09673, -1.53780], [2.40489, -0.39024, -0.48366], [-1.60525, 2.29212, -4.56975], [2.65863, 2.50463, -3.82557], [0.68210, 3.06374, -5.26126], [3.48830, 0.92787, -2.25407], [2.90595, 1.98072, -0.91361], [-2.14337, -1.22403, -3.80202], [-2.97049, 1.10466, -2.98699], [-0.79112, -3.30672, -2.66515], [-1.94480, -2.17058, -3.92196], [-2.44474, -2.44775, -4.71954], [-0.34257, -1.96210, 0.76285], [-0.50711, -3.52988, -1.73995], [0.46325, -3.47322, -1.74300], [2.89160, -1.78316, -1.55820], [3.93864, -1.69408, -1.88126], [2.77616, -2.70539, -0.95844], [2.24068, -1.84871, -2.44926], [3.61600, -0.32021, 0.85950], [3.49777, -1.25275, 1.43405], [4.64462, -0.25406, 0.47661], [3.40297, 0.53643, 1.51674], [-3.04317, 1.85096, 0.35066], [-4.05593, 2.11886, 0.01758], [-3.06817, 1.51560, 1.39936], [-2.38544, 2.72837, 0.25702], [-3.47766, -0.96715, -0.38085], [-3.58132, -1.05584, 0.71207], [-4.45602, -0.78655, -0.84102], [-3.00997, -1.87293, -0.79244], [-0.02579, 0.19506, 2.98970], [-0.01262, -0.01721, 4.58749], [0.00103, -0.16043, 5.77519]],
  "forces_ev_per_angstrom": [[0.14, -0.78, 1.18], [0.55, -0.65, 1.08], [-0.52, 1.44, -1.45], [0.89, -0.30, 0.17], [0.74, 1.01, -1.37], [-1.34, -0.56, 0.54], [0.53, 0.01, 0.23], [0.01, 0.01, -0.48], [-0.18, -0.55, 0.50], [0.07, 0.09, -0.45], [-0.04, 0.49, -0.25], [0.15, 0.12, 0.13], [-0.66, -0.05, 0.03], [-0.14, 0.01, 0.23], [0.08, 0.17, 0.44], [0.02, -0.47, -0.20], [0.08, -0.58, -0.12], [0.14, -0.39, 0.27], [0.28, -0.26, 1.04], [-0.47, 0.30, -0.61], [0.44, 0.25, 0.73], [-0.03, -0.09, 0.10], [0.16, 0.67, -1.12], [-0.50, -0.22, -0.04], [0.22, -0.23, 0.08], [-0.27, -0.10, 0.04], [0.07, 0.33, -0.35], [0.24, 0.09, 0.41], [0.30, -0.10, 0.02], [0.10, 0.37, -0.08], [-0.25, -0.02, 0.18], [0.05, -0.34, -0.22], [-0.33, 0.30, -0.18], [0.25, -0.03, 0.18], [0.01, 0.18, -0.35], [-0.21, -0.36, 0.07], [-0.46, 0.43, -0.25], [-0.03, -0.18, -0.38], [0.06, -0.24, 0.19], [-0.13, 0.28, 0.18], [-0.02, 0.03, -0.55], [0.04, -0.37, 2.98], [-0.03, 0.29, -2.56]]
}



{
  "formula": "C12H23F3HgNO5P2S",
  "method": "ωB97M-V/def2-TZVPD",
  "gap_ev": 8.907,
  "lumo_ev": -3.23,
  "total_charge": 1,
  "homo_energy_ev": -12.14,
  "symbols": ["Hg", "P", "C", "C", "N", "C", "C", "C", "C", "C", "P", "H", "H", "H", "H", "H", "H", "H", "H", "O", "H", "H", "O", "H", "C", "H", "H", "H", "C", "H", "H", "H", "C", "H", "H", "H", "C", "H", "H", "H", "F", "C", "F", "F", "S", "O", "O", "O"],
  "xyz": [[0.03751, 0.03116, 0.47621], [2.12274, -1.10501, 0.74956], [2.33004, -1.54515, -1.02699], [1.05855, -1.84358, -1.78525], [-0.08269, -1.31954, -1.34067], [-1.27089, -1.49463, -1.92102], [-1.34025, -2.27500, -3.07099], [-0.17738, -2.83530, -3.58975], [1.03338, -2.61311, -2.94241], [-2.48780, -0.87471, -1.27411], [-2.15542, 0.63356, -0.24935], [1.95845, -3.03472, -3.32891], [-2.30055, -2.43798, -3.55497], [-0.21458, -3.44168, -4.49312], [-3.23233, -0.60452, -2.04111], [-2.96394, -1.64850, -0.63656], [2.82611, -0.68111, -1.53896], [3.03991, -2.38482, -1.10387], [1.79611, 3.76845, -1.93780], [2.57346, 3.64314, -2.49322], [2.35621, 3.96716, -3.37880], [-1.54084, 4.84382, 0.14195], [-1.17720, 5.61440, -0.31794], [-1.60523, 6.39236, 0.06888], [-2.29410, 1.98610, -1.44185], [-3.28639, 1.94705, -1.92603], [-2.19892, 2.97455, -0.95737], [-1.53245, 1.92840, -2.23636], [-3.61583, 0.77529, 0.81957], [-3.58851, 1.69449, 1.42786], [-4.52453, 0.81827, 0.18775], [-3.72773, -0.07761, 1.50851], [2.10971, -2.72847, 1.58398], [3.03936, -3.27317, 1.33368], [2.06808, -2.62615, 2.68242], [1.25954, -3.36009, 1.27553], [3.67498, -0.30880, 1.20727], [3.71897, -0.06831, 2.28353], [4.51806, -0.98822, 0.98098], [3.84428, 0.62563, 0.64638], [0.40864, 0.70617, 5.70427], [0.79131, 0.24551, 4.50720], [1.75402, 1.04055, 3.99508], [1.26743, -1.01151, 4.63193], [-0.79938, 0.25424, 3.29056], [-1.93665, 0.05852, 4.14432], [-0.78111, 1.56072, 2.67531], [-0.75213, -0.92786, 2.26471]],
  "forces_ev_per_angstrom": [[0.65, 1.29, 0.16], [0.88, -0.22, -0.43], [0.88, 0.31, -0.46], [-0.62, -0.41, -0.47], [-0.17, -0.49, -0.26], [0.62, -0.37, -0.62], [-0.36, 0.06, -0.15], [0.01, 0.15, 0.21], [0.36, -0.19, -0.09], [-0.48, -0.18, 0.05], [-0.74, 0.29, -0.63], [-0.19, 0.04, 0.04], [0.19, 0.01, 0.06], [0.01, 0.15, 0.22], [0.23, -0.16, 0.21], [0.21, 0.47, -0.13], [-0.29, -0.49, 0.48], [-0.27, 0.21, -0.08], [0.03, 0.24, -0.25], [0.02, -0.23, -0.11], [-0.08, -0.01, 0.40], [0.09, 0.52, 0.07], [-0.17, -0.21, 0.04], [0.11, -0.33, -0.05], [-0.37, 0.56, -0.50], [0.35, 0.05, 0.19], [0.01, -0.53, -0.13], [-0.18, -0.11, 0.40], [-0.53, 0.06, 0.27], [0.22, -0.36, -0.26], [0.47, -0.03, 0.16], [0.31, 0.28, -0.26], [-0.04, -0.34, 0.38], [-0.32, 0.36, 0.01], [-0.07, 0.13, -0.50], [0.22, 0.45, 0.04], [0.90, 0.10, 0.10], [-0.23, -0.15, -0.43], [-0.35, 0.24, 0.11], [-0.28, -0.36, 0.17], [0.44, -0.42, -1.19], [-1.01, -0.17, -0.63], [-0.56, -0.64, 0.37], [-0.16, 0.85, -0.06], [-1.76, -1.72, 0.70], [0.66, -0.30, 0.36], [0.98, 0.04, -0.66], [0.40, 1.57, 3.14]]
}



Respective electronic energy values: -7984.60104; -1979.33655; -2435.71845 a.u..
Respective max |F| values: 5.460; 3.007; 3.535 eV/Å.